C24H48FN4O6 | the ωB97M-V functional and the def2-TZVPD basis

As for the net charge: +1. The HOMO energy comes out at -10.62 eV. Its multiplicity is 1.

CARTESIAN COORDINATES (ANGSTROEM)
1 F 2.14242 4.73773 2.04161
2 O 1.37537 -0.20956 2.91649
3 O -0.44285 -1.08108 7.00480
4 O -1.80380 0.82914 -4.32336
5 O 1.25790 -2.58242 -1.67140
6 O -4.34767 -2.78599 -5.76734
7 O 2.44409 -0.74637 -1.59330
8 N 0.14590 2.75606 -2.16947
9 N -0.82905 3.61556 -1.95631
10 N -1.68886 -2.33285 -4.56242
11 N -1.23686 0.33316 4.55317
12 C 1.35753 2.71677 -1.58692
13 C -1.51810 -0.11188 -3.31251
14 C 2.52227 -2.24916 0.35150
15 C -0.07419 0.04125 7.78122
16 C 2.90204 3.64220 1.57405
17 C -1.75937 -0.95455 4.99135
18 C 4.25275 3.62098 2.25908
19 C 3.00707 3.79097 0.05241
20 C -3.73302 -3.65184 -4.82405
21 C 2.00154 -1.94277 -1.02200
22 C -2.85206 -2.87157 -3.87483
23 C 1.78928 -0.85382 4.11801
24 C 2.19147 -3.66110 0.84231
25 C -0.57111 4.55723 -1.07750
26 C 1.67007 3.72178 -0.64716
27 C -0.99790 0.44342 3.12701
28 C 2.22866 1.55101 -1.98337
29 C -3.06350 0.67606 -4.95948
30 C -1.77050 -1.04654 6.50013
31 C 0.66205 4.66601 -0.40477
32 C 0.04478 -0.47615 2.50315
33 C -3.92592 -2.97023 -7.10368
34 C -0.88052 -1.41651 -3.77668
35 C 2.28451 0.46738 -0.88271
36 H 2.98549 -4.36490 0.58950
37 H 1.34305 0.46917 -0.32133
38 H 3.09526 0.65009 -0.16996
39 H 0.03818 -0.29654 1.42271
40 H 2.07363 -3.66790 1.92809
41 H -4.56408 -2.34864 -7.72852
42 H 5.03156 4.08157 1.64264
43 H -4.52357 -4.14335 -4.25081
44 H 3.60340 -2.07719 0.36357
45 H 0.00495 -1.16160 -4.36501
46 H -1.17156 -1.80547 4.61830
47 H -0.09244 2.04499 -2.85730
48 H 4.55946 2.59686 2.47626
49 H -0.78592 0.21467 8.59309
50 H -1.37384 5.26401 -0.90631
51 H -0.52163 -1.92126 -2.88204
52 H 3.68281 3.01150 -0.31510
53 H -0.18565 -1.53744 2.64710
54 H -2.40964 -0.28777 -2.69694
55 H 4.18744 4.18640 3.18871
56 H -2.88226 -2.67359 -7.25861
57 H -2.51117 -3.53894 -3.07723
58 H -0.69369 1.47585 2.92017
59 H 1.58288 -0.24706 5.00172
60 H -1.94536 0.27870 2.60233
61 H 1.29678 -1.82140 4.23544
62 H 2.86563 -1.01015 4.05051
63 H 0.90108 -0.17506 8.21259
64 H -0.00221 0.95893 7.18499
65 H 2.10698 -1.50700 1.04303
66 H -3.37885 1.66154 -5.29852
67 H 1.26538 -4.02360 0.39583
68 H -2.32250 -0.20797 6.93397
69 H -3.81242 0.28157 -4.26751
70 H -1.99094 -1.87454 -5.41344
71 H -2.78032 -1.07020 4.61644
72 H 3.48479 4.75326 -0.16458
73 H -2.27158 -1.97235 6.79299
74 H -0.38068 0.53003 5.05645
75 H -3.15264 -4.42459 -5.33660
76 H 1.78996 1.06756 -2.86021
77 H 0.82154 5.47604 0.29468
78 H 3.22429 1.90223 -2.26186
79 H -0.77293 0.37525 -2.66244
80 H 2.32316 2.75024 1.82013
81 H -3.48026 -2.09613 -3.41145
82 H -4.03716 -4.01286 -7.41537
83 H -3.00881 0.01475 -5.82710